Record 1
This record from OMol25 describes a structure of composition C18H58BCdNO12 in a non-equilibrium geometry. The level of theory is ωB97M-V/def2-TZVPD.

Element x y z (Å)
Cd  1.5047  0.9447  -1.9745
B  0.1535  0.1567  -3.5658
H  -0.5124  -0.4608  -4.1484
H  -0.1179  1.1838  -3.7545
H  0.0387  -0.0237  -2.5082
H  1.1842  -0.0441  -3.8140
N  -0.1147  -0.5661  0.3996
O  -1.1467  -0.4699  1.0267
O  0.3452  0.3927  -0.2231
O  0.4859  -1.6198  0.3946
C  -2.6521  2.1324  -0.5604
C  -2.9240  2.2953  -2.0329
O  -1.9078  3.1106  -2.5452
H  -3.0900  1.2404  -0.1124
H  -2.9761  3.0502  -0.0698
H  -1.5817  2.0545  -0.3698
H  -3.9410  2.6764  -2.1262
H  -2.9865  1.2948  -2.4608
H  -1.8553  2.8544  -3.4689
C  4.2776  -2.6071  -1.8979
C  3.4850  -1.5747  -1.0520
O  2.5565  -0.9997  -1.9327
H  3.5997  -3.3297  -2.3520
H  5.0647  -3.1121  -1.3379
H  4.8010  -2.0699  -2.6888
H  4.1099  -0.8075  -0.5949
H  2.9963  -2.1236  -0.2470
H  2.1310  -1.7466  -2.3600
C  -0.8436  -4.5552  -3.2092
C  -0.4000  -3.2665  -2.6122
O  0.7752  -3.4017  -1.7787
H  -1.6752  -4.3522  -3.8841
H  -1.2073  -5.3139  -2.5162
H  0.0415  -4.9826  -3.6805
H  -1.2593  -2.8460  -2.0899
H  -0.1256  -2.5716  -3.4058
H  0.5828  -2.9449  -0.9566
C  4.3254  3.5474  0.4854
C  4.1909  2.4802  -0.6119
O  3.0840  1.5395  -0.4754
H  3.5152  4.2757  0.5208
H  5.2360  4.1068  0.2710
H  4.4703  3.1280  1.4810
H  5.0685  1.8531  -0.4549
H  4.3103  2.9091  -1.6068
H  3.2624  1.1044  0.3615
C  0.5256  4.1584  0.1290
C  0.9408  4.0809  -1.3496
O  0.6207  2.8170  -1.8602
H  0.8369  5.1293  0.5143
H  1.1355  3.4874  0.7340
H  -0.5349  4.0282  0.3446
H  2.0066  4.2490  -1.5042
H  0.4292  4.8299  -1.9540
H  -0.3038  2.9175  -2.0983
C  -4.9745  -1.0063  -1.2186
C  -3.6940  -1.7802  -1.5246
O  -3.7254  -2.9616  -0.7505
H  -5.8139  -1.6104  -1.5629
H  -4.9550  -0.0280  -1.6987
H  -5.1019  -0.8423  -0.1485
H  -2.8450  -1.1266  -1.3241
H  -3.5370  -2.0603  -2.5662
H  -3.7114  -2.6485  0.1569
C  2.1934  1.6666  3.0809
C  3.3716  0.6639  3.1173
O  3.7282  0.2875  1.7996
H  1.4190  1.3698  2.3735
H  2.5722  2.5597  2.5838
H  1.8708  1.9868  4.0716
H  3.0406  -0.1996  3.6943
H  4.1939  1.1069  3.6791
H  4.2693  -0.5043  1.8432
C  0.0227  -2.1185  5.3128
C  -0.0480  -1.8074  3.8008
O  -0.1607  -2.9858  3.0749
H  0.8735  -2.7159  5.6404
H  -0.8774  -2.6554  5.6122
H  0.0299  -1.1925  5.8878
H  0.8862  -1.3108  3.5388
H  -0.8564  -1.0952  3.6352
H  -0.2400  -2.6204  2.1907
C  -4.7846  0.2478  2.5432
C  -3.9634  -1.0193  2.9066
O  -3.4493  -1.7390  1.8083
H  -5.6637  -0.1334  2.0236
H  -4.3399  1.0418  1.9434
H  -5.2175  0.6223  3.4707
H  -4.5788  -1.7042  3.4899
H  -3.1487  -0.7435  3.5762
H  -2.7210  -1.1824  1.5230

The value obtained for the maximum force is 4.6 eV/A. The HOMO energy comes out at -9.281 eV. As for the spin multiplicity: 1. Its net charge is 0. For the LUMO energy, the calculation gives 0.0025 hartree.

Record 2
This record from OMol25 describes a cluster of 11 separate species, C18H58O18 in total in a non-equilibrium geometry. The level of theory is ωB97M-V/def2-TZVPD.

Element x y z (Å)
O  -8.4665  -2.2512  -12.4174
C  -7.5367  -1.2414  -12.0259
C  -6.3705  -1.1900  -12.9951
O  -5.4897  -2.2894  -12.7817
H  -8.9083  -2.5706  -11.6285
H  -8.0890  -0.2920  -12.1141
H  -7.3284  -1.2694  -10.9528
H  -5.7954  -0.2826  -12.8101
H  -6.8431  -1.0826  -13.9736
H  -5.5772  -2.9206  -13.5012
O  -5.6144  4.7665  -11.1847
C  -5.4249  3.5874  -10.3975
C  -6.5100  2.5696  -10.6966
O  -6.3134  2.0262  -11.9765
H  -5.0692  4.6718  -11.9822
H  -4.4586  3.1439  -10.6500
H  -5.4228  3.9079  -9.3553
H  -7.4738  3.0950  -10.6486
H  -6.6430  1.8270  -9.9073
H  -6.5214  2.6474  -12.6810
O  -1.7710  2.9361  -14.5529
C  -2.6319  2.1536  -15.3461
C  -2.7749  2.7791  -16.7315
O  -1.5054  2.7058  -17.3611
H  -0.8682  2.9177  -14.8822
H  -2.2599  1.1254  -15.4081
H  -3.6252  2.0744  -14.9049
H  -3.0764  3.8250  -16.5970
H  -3.5219  2.2368  -17.3240
H  -1.6369  2.9979  -18.2688
O  -5.2783  7.4527  -11.6171
C  -5.7573  8.0387  -10.4045
C  -5.6397  9.5464  -10.3843
O  -6.7092  10.0853  -11.1617
H  -5.4036  6.5020  -11.4412
H  -6.7885  7.7550  -10.1848
H  -5.0998  7.6525  -9.6183
H  -4.6985  9.8545  -10.8543
H  -5.6885  9.9587  -9.3725
H  -6.5878  11.0374  -11.2139
O  -2.8050  7.9638  -12.6924
C  -2.6428  7.2227  -13.9028
C  -1.9726  5.8749  -13.6638
O  -2.8688  4.9326  -13.1037
H  -3.7531  7.8914  -12.4169
H  -3.5924  7.1071  -14.4313
H  -1.9992  7.8070  -14.5686
H  -1.1561  6.0332  -12.9571
H  -1.5630  5.5612  -14.6287
H  -2.7668  4.0531  -13.5270
O  -6.7252  4.2064  -14.2867
C  -6.8319  5.6316  -14.2379
C  -8.0452  6.1095  -13.4653
O  -9.2212  5.6419  -14.1223
H  -7.0808  3.8510  -15.1042
H  -5.9076  6.0201  -13.8160
H  -6.8861  6.0311  -15.2526
H  -8.1350  7.1947  -13.4128
H  -7.9976  5.8202  -12.4100
H  -9.2980  4.6980  -13.9504
O  -1.5483  1.6931  -6.0382
C  -2.1391  2.9022  -6.4529
C  -3.2737  2.6336  -7.4655
O  -2.9037  1.7034  -8.4620
H  -1.1385  1.2719  -6.7992
H  -2.4516  3.4549  -5.5707
H  -1.4155  3.5275  -6.9930
H  -3.7288  3.5345  -7.8934
H  -4.1469  2.2129  -6.9570
H  -2.2796  2.1411  -9.0542
C  -8.3140  3.7272  -7.6792
O  -9.0039  4.5223  -6.7607
H  -7.4622  3.2283  -7.2099
H  -8.8812  2.8642  -8.0494
H  -7.9280  4.2637  -8.5551
H  -9.8559  4.7712  -7.1258
C  -9.0390  -0.6043  -7.9823
O  -9.3359  0.4683  -7.0949
H  -8.3884  -0.2092  -8.7666
H  -8.5727  -1.4774  -7.5291
H  -9.9056  -0.8763  -8.5958
H  -10.0804  0.1627  -6.5669
C  -5.2966  -0.4270  -7.6934
O  -5.2097  -1.4934  -8.6508
H  -6.0271  -0.7465  -6.9484
H  -4.2894  -0.3959  -7.2767
H  -5.6701  0.5465  -8.0251
H  -4.5806  -1.1866  -9.3287
C  -2.7797  -0.3004  -11.3850
O  -3.6187  -1.3854  -11.0379
H  -3.4028  0.5928  -11.5127
H  -1.9689  -0.1462  -10.6797
H  -2.3322  -0.4197  -12.3795
H  -4.1195  -1.7082  -11.8088

The structure (SMILES) is OCCO.OCCO.OCCO.OCCO.OCCO.OCCO.OCCO.CO.CO.CO.CO. The value obtained for the maximum force is 1.7 eV/A. The HOMO energy comes out at -9.448 eV. As for the spin multiplicity: 1. Its net charge is 0. For the LUMO energy, the calculation gives 0.0032 hartree.

Record 3
This record from OMol25 describes a cluster of 12 separate species, C18H60O12 in total in a non-equilibrium geometry. The level of theory is ωB97M-V/def2-TZVPD.

Element x y z (Å)
C  -3.5920  -4.5998  -1.1656
C  -3.7429  -3.8345  -2.4783
C  -3.6487  -2.2541  -2.2207
O  -2.7613  -4.1024  -3.4011
H  -3.7727  -5.6664  -1.2992
H  -4.2839  -4.1471  -0.4554
H  -2.5756  -4.4513  -0.8010
H  -4.6591  -4.2028  -2.9398
H  -4.4101  -1.9481  -1.5033
H  -3.7911  -1.6976  -3.1470
H  -2.6843  -2.0472  -1.7567
H  -2.0510  -4.5862  -2.9732
C  5.6429  0.1631  -2.2126
C  4.1066  0.0819  -2.5716
C  3.3916  1.3430  -2.0200
O  4.0511  0.2420  -3.9562
H  6.1889  1.0681  -2.4788
H  6.2127  -0.6131  -2.7234
H  5.8802  -0.0333  -1.1671
H  3.6968  -0.8467  -2.1745
H  3.7229  2.3053  -2.4103
H  3.6874  1.3684  -0.9712
H  2.3029  1.3144  -2.0648
H  3.9673  -0.6031  -4.4037
C  -0.5696  0.7282  0.8635
C  -0.5311  -0.4352  -0.1434
C  0.8657  -0.9417  -0.1317
O  -1.2979  -1.5576  0.3850
H  -0.2009  0.3613  1.8213
H  -1.5377  1.2269  0.9101
H  0.1648  1.4424  0.4909
H  -0.9431  -0.1370  -1.1075
H  1.1030  -1.6692  0.6445
H  1.5279  -0.0805  -0.0422
H  1.0656  -1.4585  -1.0704
H  -0.7241  -2.2592  0.7014
C  -3.9360  2.8134  3.3571
O  -3.0664  3.5766  4.2433
H  -3.3133  2.4290  2.5492
H  -4.4075  2.0513  3.9776
H  -4.6847  3.4426  2.8759
H  -2.5028  4.2510  3.8572
C  1.1673  2.2148  3.6788
O  2.3678  2.5192  3.0576
H  0.7559  1.2154  3.5376
H  1.2292  2.3787  4.7546
H  0.4269  2.8749  3.2270
H  2.3169  3.0623  2.2676
C  -0.6692  3.8427  -1.0714
O  0.5745  3.1294  -1.3533
H  -0.5687  4.5575  -0.2547
H  -1.0811  4.2180  -2.0083
H  -1.3654  3.1174  -0.6503
H  0.5012  2.7221  -2.2195
C  3.3189  4.4173  0.0427
O  2.1800  3.8862  0.7287
H  3.3004  5.5060  -0.0076
H  4.2147  4.0749  0.5609
H  3.5662  3.9534  -0.9121
H  1.6518  3.4094  0.0842
C  -4.2314  1.7536  -0.1992
O  -5.1592  1.5221  -1.2829
H  -3.9707  0.7945  0.2484
H  -3.3272  2.1777  -0.6357
H  -4.6274  2.3849  0.5962
H  -5.9638  1.1346  -0.9306
C  -2.4382  -0.9037  3.8196
O  -2.9724  -0.7759  2.5033
H  -1.3737  -0.7391  3.9860
H  -2.9265  -0.2476  4.5403
H  -2.4639  -1.9758  4.0144
H  -2.3383  -1.1773  1.9047
C  -0.1798  -1.8803  -4.1734
O  0.7498  -1.0040  -3.5495
H  -1.1047  -1.3632  -4.4291
H  0.3193  -2.4243  -4.9753
H  -0.5168  -2.6717  -3.5040
H  1.5075  -1.5068  -3.2419
C  3.9292  -0.4794  1.6028
O  4.3187  -1.4056  2.5933
H  3.1027  0.0535  2.0731
H  4.7612  0.1357  1.2601
H  3.5930  -0.7916  0.6141
H  4.5614  -0.8897  3.3657
C  1.1721  -4.5076  1.6438
O  -0.0641  -3.8335  1.7173
H  1.6143  -4.3434  0.6612
H  1.8832  -4.2303  2.4221
H  0.9950  -5.5641  1.8447
H  -0.6274  -4.3771  1.1617

The value obtained for the maximum force is 3.4 eV/A. The HOMO energy (alpha / beta) comes out at -11.879 / -11.879 eV. As for the spin multiplicity: 2. Its net charge is +1. For the LUMO energy (alpha / beta), the calculation gives -0.0791 / -0.3470 hartree.

Record 4
This record from OMol25 describes a cluster of 14 separate species, C18H60O14 in total in a non-equilibrium geometry. The level of theory is ωB97M-V/def2-TZVPD.

Element x y z (Å)
C  -0.2459  4.8506  1.5891
C  -1.6742  4.8625  1.0362
O  -2.3547  5.8371  0.9176
C  -2.2115  3.4617  0.6628
H  -0.3242  4.5684  2.6418
H  0.1835  5.8542  1.5546
H  0.3805  4.1095  1.0831
H  -3.2086  3.6154  0.2651
H  -2.2871  2.8289  1.5642
H  -1.4917  2.9910  -0.0267
C  0.3706  1.0520  1.5619
C  0.0836  0.6707  0.1078
O  0.3783  1.3800  -0.8121
C  -0.6426  -0.6322  -0.0354
H  0.8245  0.1883  2.0583
H  -0.5178  1.1910  2.1803
H  1.0732  1.8727  1.6875
H  0.1798  -1.3437  -0.0624
H  -1.1316  -0.7093  -1.0022
H  -1.3357  -0.9013  0.7787
C  -1.1697  -2.2267  3.7052
O  -0.8919  -0.8961  3.9995
H  -0.2325  -2.7942  3.8544
H  -1.9186  -2.6760  4.3790
H  -1.5223  -2.3536  2.6422
H  -1.7775  -0.4517  3.9224
C  2.5716  0.1384  5.3216
O  1.8028  -1.0409  5.2404
H  2.3969  0.6848  6.2480
H  3.6225  -0.1217  5.2624
H  2.3418  0.7948  4.4878
H  0.8949  -0.7678  5.0306
C  3.0275  -4.3703  0.8672
O  2.2797  -3.2654  0.4118
H  4.0945  -4.2418  0.7094
H  2.7968  -4.5645  1.9149
H  2.7650  -5.2639  0.2868
H  1.3398  -3.4177  0.6010
C  3.0029  3.5660  -0.6184
O  2.9930  4.6340  -1.5761
H  2.2960  2.7860  -0.9038
H  3.9426  3.0067  -0.6995
H  2.7852  3.8778  0.4048
H  2.7125  4.2376  -2.4221
C  -0.7363  -4.6569  -1.0826
O  -0.1526  -3.5301  -1.6494
H  -1.5745  -4.3234  -0.4841
H  -1.0024  -5.3803  -1.8454
H  -0.0183  -5.2276  -0.4568
H  0.6965  -3.7988  -1.9985
C  2.8512  -0.8063  -2.7042
O  3.4787  -1.7156  -1.7791
H  3.6263  -0.2371  -3.2410
H  2.2399  -1.3437  -3.4185
H  2.2184  -0.0608  -2.2309
H  2.8254  -1.9953  -1.1465
C  -4.0683  -2.2084  -1.2390
O  -4.7053  -2.6626  -0.0435
H  -3.8470  -3.0733  -1.8831
H  -4.6920  -1.5590  -1.8709
H  -3.1951  -1.6356  -0.9928
H  -5.5918  -2.3078  0.0206
C  1.2458  1.8993  -4.3111
O  2.2141  2.8461  -3.8482
H  1.7260  1.1578  -4.9430
H  0.8369  1.3901  -3.4440
H  0.4281  2.4257  -4.8256
H  2.4962  3.4059  -4.5796
C  -4.1444  0.1200  2.3690
O  -3.4333  0.2769  3.5983
H  -4.4697  1.1004  1.9896
H  -3.5196  -0.4484  1.6575
H  -5.0684  -0.4570  2.5197
H  -3.9275  0.9061  4.1308
C  3.6211  -0.3297  1.3841
O  3.9317  0.9542  1.8705
H  3.2411  -1.0185  2.1765
H  2.8824  -0.2692  0.5708
H  4.4608  -0.8280  0.8701
H  4.6077  1.3487  1.3172
C  -2.6670  1.3070  -2.7549
O  -2.9337  2.5385  -3.3534
H  -3.2521  1.1778  -1.8418
H  -2.8680  0.4437  -3.4060
H  -1.6014  1.3015  -2.4994
H  -2.8042  3.2204  -2.6729
C  -0.8742  -1.2612  -4.3797
O  -1.7326  -1.9349  -3.5297
H  -0.1474  -0.6659  -3.7751
H  -0.2872  -1.9734  -4.9764
H  -1.3990  -0.6355  -5.0854
H  -1.1169  -2.4970  -3.0023

The value obtained for the maximum force is 2.5 eV/A. The HOMO energy comes out at -9.505 eV. As for the spin multiplicity: 1. Its net charge is 0. For the LUMO energy, the calculation gives 0.0069 hartree.

- What is the formula in the first record?
  C18H58BCdNO12

- Among the records above, which one has the lowest maximum force?
  C18H58O18

- Which of these has the highest maximum force?
  C18H58BCdNO12

- The highest net charge belongs to which entry?
  C18H60O12